C33H22NO8PSW | ωB97M-V with the def2-TZVPD basis set

XYZ file:
```
67
Properties=species:S:1:pos:R:3:nbo_charge:R:1
W -0.27827 -0.32759 1.03480 1.408
O -2.32840 1.18943 6.71069 -0.585
C -1.82085 0.69928 5.60066 0.417
C -1.94910 -0.63646 5.19697 -0.250
C -1.39087 -1.03693 4.00328 0.140
N -0.71939 -0.19377 3.21072 -0.530
C -0.56211 1.07867 3.62556 0.091
C -1.08754 1.57729 4.78395 -0.216
C 0.25403 1.90908 2.67766 0.759
O 0.39208 3.08052 2.66598 -0.439
O 0.82688 1.05656 1.75198 -0.692
C -1.44970 -2.50339 3.66239 0.765
O -2.02630 -3.28000 4.34709 -0.443
O -0.68037 -2.93519 2.61792 -0.511
H -2.81121 0.53318 7.23406 0.516
H -2.45918 -1.37260 5.80460 0.278
H -0.93858 2.61222 5.06095 0.287
O -1.80205 -1.57351 1.12663 -0.588
C -0.77237 -2.39048 1.33620 0.360
C -0.47411 -3.45471 0.31683 -0.003
C -0.77664 -4.78487 0.57479 -0.180
C -0.59897 -5.73044 -0.42462 -0.147
C -0.11837 -5.36558 -1.67581 -0.172
C 0.20724 -4.04496 -1.93372 -0.163
C 0.03722 -3.09441 -0.93027 -0.402
P 0.59956 -1.40436 -1.10793 1.151
C 2.38429 -1.29550 -0.96316 -0.437
C 3.25837 -1.42144 -2.04309 -0.114
C 4.62364 -1.38690 -1.81748 -0.199
C 5.12047 -1.23284 -0.52814 -0.148
C 4.25623 -1.12540 0.55289 -0.179
C 2.89064 -1.16438 0.32792 -0.169
C 0.02712 -0.68150 -2.64249 -0.441
C -1.15616 -1.15205 -3.21428 -0.127
C -1.65323 -0.54322 -4.35374 -0.206
C -0.98001 0.53420 -4.91754 -0.150
C 0.18995 1.01011 -4.34085 -0.196
C 0.69681 0.40903 -3.19963 -0.186
H -1.15917 -5.07879 1.54213 0.251
H -0.84427 -6.76502 -0.22558 0.247
H 0.01369 -6.11486 -2.44432 0.247
H 0.60377 -3.75919 -2.90053 0.236
H 2.87903 -1.54517 -3.04975 0.226
H 5.30742 -1.48429 -2.64981 0.245
H 6.18962 -1.20667 -0.36622 0.246
H 4.64140 -1.02172 1.55780 0.242
H 2.22031 -1.13206 1.18836 0.175
H -1.68114 -1.99511 -2.78089 0.226
H -2.56276 -0.91280 -4.80757 0.243
H -1.36835 0.99985 -5.81347 0.244
H 0.71355 1.84677 -4.78367 0.239
H 1.60977 0.78632 -2.75664 0.228
O 0.47703 6.98193 -1.75156 -0.637
C -0.61092 6.59857 -1.07084 0.761
O -1.37776 7.38986 -0.61472 -0.507
C -0.83123 5.11413 -0.87585 -0.122
C 0.19723 4.18012 -0.87755 -0.127
C -0.06493 2.84625 -0.61887 -0.207
C -1.37607 2.45189 -0.36080 -0.249
S -1.88479 0.79938 0.01061 0.378
C -2.42202 3.37983 -0.38915 -0.185
C -2.14097 4.70931 -0.63036 -0.136
H 0.93571 6.24547 -2.17132 0.485
H 1.22414 4.48360 -1.04215 0.224
H 0.74545 2.13162 -0.61745 0.217
H -3.44023 3.05877 -0.20836 0.244
H -2.92427 5.45491 -0.62326 0.269
```

The calculation puts the HOMO energy at -14.74 eV. As for the LUMO energy: -8.2 eV. The value obtained for the molecular weight is 807.42 u. Its relative energy (zero: lowest compared OMol25 entry of this formula, charge and spin) is 24.4 kcal per mole. Its total charge is +2. The calculation puts the strongest force on any atom at 0.52 eV/Å. For the orbital gap, the calculation gives 6.501 eV.